A structure of composition C29H36BrMoN8O3S, computed with ωB97M-V/def2-TZVPD.

**LUMO (alpha / beta)**: -0.3445 / -0.3687 Eh
**Total charge**: +3
**Multiplicity**: 3

Last column: Löwdin spin population.
Cartesian coordinates (Å):
Mo  0.46216  0.10372  -0.31090  1.508
C  -0.14379  3.78237  -2.55411  0.010
C  -0.10654  2.38241  -2.06043  0.063
N  -0.01594  2.07474  -0.81543  0.000
N  -0.10637  3.08479  0.11225  -0.008
C  -0.32587  2.73796  1.40208  0.003
N  -0.55871  3.69521  2.27260  0.005
S  -0.27880  1.10188  1.84323  -0.001
C  -0.27877  1.20530  -2.92946  0.011
C  -0.48219  1.25745  -4.28373  0.017
C  -0.77193  0.07980  -4.97018  0.021
C  -0.85297  -1.10505  -4.26741  0.007
C  -0.61912  -1.08794  -2.90307  0.028
N  -0.33057  0.04028  -2.25151  0.005
H  0.58868  4.40617  -2.03835  0.002
H  0.08510  3.83195  -3.61591  0.001
H  -1.14330  4.21542  -2.41876  0.004
H  -0.22603  4.02804  -0.21577  0.000
H  -0.61698  4.67197  2.02441  0.000
H  -0.69505  3.45925  3.24417  0.000
H  -0.43934  2.20454  -4.80663  0.001
H  -0.94134  0.09615  -6.04026  0.001
H  -1.09354  -2.03746  -4.76165  0.000
H  -0.66050  -1.98969  -2.30929  0.001
O  1.01298  -5.11931  0.50957  0.000
C  1.98964  -4.56441  1.29234  0.001
C  2.83091  -5.43233  1.96516  0.000
C  3.84040  -4.93239  2.76898  0.001
C  4.02508  -3.55910  2.91332  0.000
C  3.19428  -2.69468  2.23558  0.001
C  2.16972  -3.18909  1.42276  0.003
C  1.32268  -2.25196  0.62918  0.015
O  1.60982  -0.87370  0.87964  0.107
N  -0.09315  -2.49849  0.85808  0.002
N  -0.86589  -1.40687  0.29973  -0.015
C  -2.14699  -1.64266  0.32450  0.028
C  -3.24252  -0.83971  -0.02230  0.008
Br  -3.03499  1.00804  -0.43931  0.027
C  -4.54199  -1.28552  0.05760  0.036
C  -5.06302  -2.61839  0.13057  0.008
C  -6.35941  -2.75058  0.66202  0.014
C  -6.94205  -3.99362  0.79501  -0.001
C  -6.25550  -5.12200  0.36059  0.020
C  -4.99180  -5.00991  -0.21835  0.000
C  -4.40204  -3.77332  -0.34073  0.012
H  0.39072  -4.44017  0.22848  0.000
H  2.67091  -6.49838  1.84679  0.000
H  4.48958  -5.62255  3.29480  0.000
H  4.81317  -3.17404  3.54744  0.000
H  3.32020  -1.62352  2.33293  0.000
H  1.48024  -2.46007  -0.44211  0.005
H  -0.28722  -2.62587  1.84671  -0.001
H  -2.41612  -2.60436  0.74731  0.000
H  -5.29523  -0.50272  0.07905  0.001
H  -6.88855  -1.86436  0.99904  0.000
H  -7.93316  -4.08884  1.22287  0.000
H  -6.72109  -6.09648  0.44018  0.001
H  -4.49215  -5.89212  -0.59766  0.000
H  -3.46433  -3.69037  -0.87565  0.000
C  3.70067  1.83652  0.50782  0.002
N  4.24044  1.07336  -0.61870  0.004
C  5.57994  1.50285  -1.05855  0.001
C  3.47795  0.22732  -1.31253  0.008
O  2.18331  0.38014  -1.30301  0.024
N  3.98904  -0.76616  -2.01947  0.006
C  5.30196  -1.37956  -1.74120  0.000
C  3.19069  -1.46775  -3.02775  0.001
H  4.46172  1.88669  1.28296  0.000
H  2.83686  1.34679  0.93209  0.001
H  3.45183  2.85791  0.20651  0.000
H  5.60344  2.59263  -1.04559  0.000
H  5.77900  1.17431  -2.07402  0.000
H  6.35917  1.13374  -0.39213  0.000
H  5.67501  -1.07733  -0.76892  0.000
H  6.02807  -1.13194  -2.51420  0.000
H  5.16441  -2.45966  -1.72533  0.000
H  2.39528  -0.83283  -3.39651  0.000
H  2.77590  -2.38985  -2.61838  0.000
H  3.83946  -1.72776  -3.86160  0.000


A structure of composition C29H36IN4O3PtSSb, computed with ωB97M-V/def2-TZVPD.

**LUMO (alpha / beta)**: -0.2302 / -0.3220 Eh
**Total charge**: +2
**Multiplicity**: 5

Last column: Löwdin spin population.
Cartesian coordinates (Å):
Pt  1.02785  -0.23880  1.27339  1.436
C  5.08189  -0.78087  -0.86132  0.025
C  4.46122  0.56311  -0.98345  0.170
N  4.76257  1.34498  -1.97419  0.000
C  4.14048  2.51100  -2.16597  0.235
C  3.07687  2.95683  -1.37125  0.039
C  2.42465  4.27900  -1.69765  0.000
O  1.01134  4.12469  -1.71624  0.001
C  2.69977  2.18465  -0.27643  0.107
C  1.67334  2.66923  0.62206  0.010
N  1.14610  1.99193  1.57751  0.156
C  0.21600  2.52057  2.48809  0.007
C  -0.40498  3.76545  2.32829  0.013
C  -1.31733  4.23447  3.25215  0.001
C  -1.65054  3.47119  4.36249  0.012
C  -1.04249  2.23987  4.55489  0.004
C  -0.11962  1.79047  3.63071  0.012
I  0.88548  -0.02418  4.07031  0.137
C  3.42419  0.95438  -0.01371  0.109
O  3.19432  0.19886  0.95893  0.304
H  5.85800  -0.89443  -1.61216  0.000
H  4.32072  -1.55270  -1.00940  0.008
H  5.49372  -0.92112  0.13956  0.009
H  4.52142  3.12087  -2.97766  0.010
H  2.79965  4.62142  -2.66262  0.000
H  2.71847  5.02390  -0.94847  0.000
H  0.62965  4.73045  -2.35846  0.000
H  1.36131  3.69530  0.45475  0.004
H  -0.18061  4.36928  1.45913  0.001
H  -1.77557  5.20217  3.10120  0.000
H  -2.37732  3.83019  5.07800  0.000
H  -1.28901  1.63584  5.41719  0.002
C  0.56137  -1.77784  -4.39614  0.004
C  0.15563  -0.37170  -3.95664  0.013
N  -0.94336  -0.36238  -2.98341  0.027
C  -2.31566  -0.25728  -3.49809  0.004
C  -3.03886  -1.60018  -3.55603  0.002
C  -0.76368  -0.50914  -1.67082  0.051
S  0.91783  -0.68572  -1.12035  0.521
N  -1.82348  -0.51210  -0.90052  0.035
C  -1.95002  -0.63338  0.42674  0.012
O  -1.04515  -0.95642  1.24659  0.100
C  -3.30994  -0.42335  0.96249  0.005
C  -3.48891  -0.35618  2.34632  0.002
C  -4.74943  -0.14995  2.87527  0.000
C  -5.84254  -0.01714  2.02802  0.003
C  -5.67236  -0.08136  0.65119  0.000
C  -4.41266  -0.28171  0.11680  0.003
H  1.45766  -1.72418  -5.01402  0.000
H  -0.22749  -2.24797  -4.98084  0.000
H  0.77911  -2.40408  -3.53105  0.002
H  -0.17435  0.20427  -4.81870  0.001
H  1.01199  0.15051  -3.53080  0.007
H  -2.25631  0.17668  -4.49409  0.000
H  -2.86415  0.43192  -2.85721  0.001
H  -2.47186  -2.32536  -4.13898  0.000
H  -4.01021  -1.46862  -4.03146  0.000
H  -3.19561  -2.00124  -2.55591  0.000
H  -2.62672  -0.46947  2.99073  0.000
H  -4.88709  -0.09562  3.94691  0.000
H  -6.83116  0.13090  2.44206  0.000
H  -6.52357  0.02378  -0.00785  0.000
H  -4.26844  -0.34112  -0.95190  0.000
C  -0.44999  -3.99349  1.08108  0.026
Sb  1.43006  -3.08180  1.51149  0.232
C  1.81998  -3.89335  3.45653  0.060
C  2.80559  -4.15098  0.25224  0.053
H  -0.34398  -5.07192  1.18968  0.005
H  -0.76053  -3.74497  0.06858  0.001
H  -1.18097  -3.61151  1.78928  0.000
H  1.75022  -4.97617  3.36346  0.008
H  1.06922  -3.53388  4.15727  0.000
H  2.81330  -3.61328  3.79943  0.000
H  2.67177  -5.21272  0.45447  0.007
H  3.82466  -3.85618  0.49145  0.000
H  2.58854  -3.94226  -0.79296  0.001


A cluster of 6 separate species, C29H36IN6 in total, computed with ωB97M-V/def2-TZVPD.

**LUMO**: -0.1985 Eh
**Total charge**: +1

Last column: Löwdin charge in e.
Cartesian coordinates (Å):
C  -2.08036  -2.94393  -1.35636  -0.054
C  -0.95391  -1.92182  -1.10515  -0.407
C  0.09250  -2.40642  -0.08705  -0.045
C  -0.31988  -1.44977  -2.42335  -0.199
N  -0.82696  -0.08605  -2.81809  -0.349
I  -0.13912  1.49830  -1.62853  1.116
H  -1.96011  -3.45367  -2.31287  0.079
H  -2.10724  -3.70185  -0.58183  0.055
H  -3.06064  -2.47122  -1.35335  0.079
H  -1.42751  -1.03330  -0.67135  0.093
H  0.16575  -3.49102  -0.07199  0.089
H  -0.15662  -2.03901  0.90515  0.080
H  1.08706  -2.02863  -0.32589  0.052
H  0.76538  -1.40132  -2.38548  0.112
H  -0.60464  -2.10357  -3.24868  0.131
H  -1.84661  -0.08705  -2.82625  0.119
H  -0.50376  0.12943  -3.76057  0.107
N  -1.04776  6.19053  -2.24010  0.057
C  -1.48248  4.98444  -1.89858  -0.199
C  -2.81837  4.64636  -1.76797  -0.084
C  -3.76700  5.63048  -2.00615  -0.068
C  -3.33287  6.89447  -2.36588  -0.053
C  -1.96747  7.12363  -2.47190  -0.135
H  -0.70442  4.24194  -1.73259  -0.008
H  -3.11191  3.64437  -1.48186  0.086
H  -4.82304  5.41499  -1.91234  0.110
H  -4.03523  7.69202  -2.56238  0.109
H  -1.59182  8.09991  -2.75667  0.112
N  4.45094  -1.16963  -1.28713  0.051
C  5.69297  -1.36752  -0.85272  -0.144
C  6.15266  -0.91878  0.37776  -0.060
C  5.27934  -0.22812  1.20120  -0.069
C  3.98177  -0.01349  0.76164  -0.071
C  3.62757  -0.50422  -0.48391  -0.189
H  6.34887  -1.91068  -1.52301  0.108
H  7.17292  -1.10916  0.67963  0.107
H  5.60258  0.13665  2.16705  0.110
H  3.26406  0.52011  1.37031  0.101
H  2.62442  -0.35856  -0.87436  0.046
N  -3.70222  -3.07272  1.63046  0.052
C  -2.53642  -3.41186  2.17797  -0.173
C  -2.13743  -3.03140  3.44932  -0.074
C  -3.00652  -2.26064  4.20502  -0.069
C  -4.22741  -1.90416  3.65483  -0.067
C  -4.52619  -2.33211  2.36913  -0.154
H  -1.88912  -4.02462  1.55834  0.089
H  -1.18190  -3.34191  3.84955  0.088
H  -2.73577  -1.95461  5.20688  0.109
H  -4.93912  -1.30870  4.20980  0.104
H  -5.47412  -2.07568  1.90889  0.103
N  1.35615  7.11073  -6.03195  0.057
C  2.30080  6.64184  -6.84315  -0.152
C  3.13163  5.57788  -6.52155  -0.075
C  2.97330  4.96807  -5.28777  -0.089
C  1.99236  5.44606  -4.43337  -0.083
C  1.21269  6.51475  -4.85075  -0.154
H  2.39801  7.14706  -7.79764  0.105
H  3.88521  5.24272  -7.22071  0.101
H  3.60878  4.14103  -4.99648  0.101
H  1.83486  5.01298  -3.45407  0.088
H  0.44351  6.91288  -4.20213  0.076
N  -0.76121  -4.56015  6.28454  0.045
C  -1.35118  -5.75181  6.21937  -0.155
C  -0.76740  -6.92318  6.67696  -0.069
C  0.49983  -6.85543  7.23242  -0.074
C  1.12683  -5.62221  7.30753  -0.071
C  0.45597  -4.51029  6.82226  -0.156
H  -2.34286  -5.76527  5.77962  0.104
H  -1.29681  -7.86269  6.60075  0.104
H  0.98889  -7.74691  7.60242  0.108
H  2.11448  -5.52062  7.73543  0.103
H  0.91332  -3.52790  6.86968  0.102


Record order is preserved below.
Calculated total energy: -131429.8624, -71463.2335, -47689.8528 eV